Entry 1:
A 2-piece molecular cluster, C4H9Cl2N2 overall at a distorted geometry. Source: OMol25; level of theory: wB97M-V/def2-TZVPD.

The geometry in XYZ format:
```
17
Properties=species:S:1:pos:R:3
C 0.534 -0.059 -0.886
C -3.177 0.224 2.265
C 2.904 0.323 -1.018
C -2.605 0.042 1.066
N 1.554 0.625 -1.366
N 0.506 -1.095 -0.065
Cl -2.555 -1.555 0.265
Cl -2.072 1.402 0.109
H -3.564 -0.756 2.716
H -3.223 1.115 2.763
H -0.461 0.362 -1.106
H 2.920 -0.682 -0.752
H 3.514 0.491 -1.841
H 3.374 1.149 -0.266
H 1.424 1.467 -2.000
H -0.512 -1.374 0.037
H 1.439 -1.680 0.080
```

Computed properties:
E_tot: -1187.40822 Eh
charge: +1
strongest force on any atom: 5.29 eV/Å

---

Entry 2:
A single C4H9ClN2 molecule at a distorted geometry. Source: OMol25; level of theory: wB97M-V/def2-TZVPD.

The geometry in XYZ format:
```
16
Properties=species:S:1:pos:R:3
C 2.113 -1.668 0.041
C 1.422 -0.376 -0.026
Cl 2.481 1.136 -0.008
N 0.125 -0.496 0.046
N -0.763 0.486 0.062
C -0.694 1.865 -0.092
C -2.100 -0.211 0.069
H 1.617 -2.402 0.603
H 1.974 -2.061 -0.990
H 3.188 -1.572 0.238
H 0.259 2.256 0.308
H -0.892 2.262 -1.060
H -1.551 2.150 0.599
H -2.908 0.242 -0.614
H -1.726 -1.205 -0.263
H -2.545 -0.406 1.086
```

Computed properties:
E_tot: -727.41592 Eh
strongest force on any atom: 4.57 eV/Å
structure (SMILES): C/C(Cl)=N/N(C)C